This record from OMol25 describes an isolated molecule of C3H3ClS in a non-equilibrium geometry. The level of theory is ωB97M-V with the def2-TZVPD basis set.

XYZ file:
```
8
Properties=species:S:1:pos:R:3:forces:R:3:lowdin_charge:R:1
C -0.3720 0.0174 0.7700 6.30 0.28 0.75 0.04
C 0.7980 -0.3853 -1.4520 -0.19 -1.66 1.59 -0.37
C 0.1640 -0.0790 -0.3906 -0.62 -0.47 -0.30 -0.26
H -1.3243 0.0943 0.9865 -4.59 -0.09 1.20 0.02
S 0.9913 -2.9578 0.3064 0.22 -0.04 -0.50 0.00
Cl 1.4313 -2.1212 -1.5393 -0.51 0.39 0.26 0.42
H 0.4876 0.0961 1.5084 -1.66 0.31 -0.24 0.12
H 0.8114 0.2581 -2.2333 1.04 1.27 -2.76 0.04
```
Forces are in eV/Å.

Calculated values
- Total energy: -26512.249 eV
- Frontier orbital gap: 8.2 eV
- Multiplicity: 1
- E_LUMO: -0.11 eV



This record from OMol25 describes an isolated molecule of C3H3ClS2 in a non-equilibrium geometry. The level of theory is ωB97M-V with the def2-TZVPD basis set.

XYZ file:
```
9
Properties=species:S:1:pos:R:3:forces:R:3:lowdin_charge:R:1
H -0.2979 -1.1208 -0.1767 1.69 1.11 1.40 0.07
Cl 3.0574 0.3058 -0.1933 1.21 0.58 0.38 0.61
C 0.5497 -0.3458 0.0893 -0.76 -4.21 -0.46 -0.61
S -0.1884 1.1944 0.1934 -0.63 0.58 -0.87 0.83
C 1.8428 -0.8206 0.1636 -2.33 0.50 0.65 -0.66
C -1.9679 0.9296 -0.1364 0.67 2.04 -0.50 -1.01
H -2.2658 2.0628 -0.4382 0.09 -2.79 0.89 0.06
H 2.1780 -1.8138 0.5953 -0.74 1.15 -1.36 0.09
S -2.9078 -0.3917 -0.0969 0.80 1.04 -0.14 0.63
```
Forces are in eV/Å.

Calculated values
- Total energy: -37350.041 eV
- Frontier orbital gap: 7.6 eV
- Multiplicity: 1
- E_LUMO: -0.91 eV



This record from OMol25 describes a structure of composition C3H3CoO3 in a non-equilibrium geometry. The level of theory is ωB97M-V with the def2-TZVPD basis set.

XYZ file:
```
10
Properties=species:S:1:pos:R:3:forces:R:3:lowdin_charge:R:1
C -0.8204 -0.7799 -1.1894 -0.57 3.95 2.47 0.03
C 0.1084 -1.2382 -2.0407 1.99 -0.66 -1.18 0.29
H -0.1038 -1.1905 -3.1078 0.05 -0.26 0.10 0.14
C 0.5948 0.7557 0.1369 4.32 0.44 0.22 -0.67
O 0.7120 1.0381 1.3604 -0.88 0.15 -0.75 -0.06
Co -0.7980 -0.0343 2.0425 -0.57 -0.02 1.76 0.92
H -1.8107 -0.4481 -1.5071 -0.32 -0.94 0.32 0.18
O -0.4711 -0.1740 0.0128 -2.53 -2.41 -2.69 -0.15
H 1.0401 -1.6826 -1.6920 -0.05 0.15 -0.11 0.14
O 1.3152 0.9635 -0.8184 -1.44 -0.40 -0.14 0.19
```
Forces are in eV/Å.

Calculated values
- Total energy: -46915.589 eV
- Frontier orbital gap (spin up / spin down): 5.6 / 6.1 eV
- Charge: +1
- Multiplicity: 6
- E_LUMO (spin up / spin down): -6.07 / -9.86 eV



This record from OMol25 describes a structure of composition C3H3CuFO in a non-equilibrium geometry. The level of theory is ωB97M-V with the def2-TZVPD basis set.

XYZ file:
```
9
Properties=species:S:1:pos:R:3:forces:R:3:lowdin_charge:R:1
O -1.3161 -0.7326 -1.4727 0.49 -1.15 2.47 0.17
Cu -1.9293 -1.9327 1.1014 -0.07 -0.22 -0.10 0.79
F 0.2746 -0.4911 1.5988 0.41 -0.18 -1.16 0.04
H 1.6410 0.2300 -0.5853 0.03 2.87 0.38 0.19
C -0.9347 -0.9887 -0.3207 0.67 1.92 -2.55 -0.20
C 0.7987 1.0040 -0.1833 1.01 -2.81 -1.04 0.05
C 0.1818 -0.2490 0.2538 -3.30 0.38 2.31 -0.26
H 0.9707 1.6937 0.6549 0.62 -0.53 -0.44 0.12
H 0.3133 1.4665 -1.0469 0.14 -0.27 0.14 0.11
```
Forces are in eV/Å.

Calculated values
- Total energy: -52552.251 eV
- Frontier orbital gap (spin up / spin down): 8.3 / 8.8 eV
- Charge: +1
- Multiplicity: 3
- E_LUMO (spin up / spin down): -5.59 / -7.51 eV



This record from OMol25 describes a structure of composition C3H3CuFO3 in a non-equilibrium geometry. The level of theory is ωB97M-V with the def2-TZVPD basis set.

XYZ file:
```
11
Properties=species:S:1:pos:R:3:forces:R:3:lowdin_charge:R:1
C 0.6611 -0.8468 -0.1238 -1.96 2.39 3.08 -0.54
F -1.4556 1.4828 0.6756 0.13 -0.89 -1.59 0.09
C -1.4279 0.7018 -0.4306 -0.51 0.55 1.88 -0.01
H -1.7558 1.2019 -1.3421 0.31 -0.06 0.20 0.16
O -0.4544 -1.2704 0.4747 0.83 -1.07 -1.04 0.09
C -1.6479 -0.7509 -0.1520 0.18 0.38 -0.59 -0.06
O 0.4818 0.3567 -0.7393 -0.12 -1.52 -1.20 -0.11
H -1.7979 -1.2794 -1.1019 -0.22 0.05 0.32 0.16
O 1.7789 -0.9824 0.4758 -0.24 -0.81 -1.06 0.03
H -2.4624 -0.9119 0.5612 0.18 0.01 -0.16 0.17
Cu 2.2674 0.6680 -0.2790 1.43 0.96 0.14 1.01
```
Forces are in eV/Å.

Calculated values
- Total energy: -56646.295 eV
- Frontier orbital gap (spin up / spin down): 5.1 / 8.8 eV
- Charge: +1
- Multiplicity: 3
- E_LUMO (spin up / spin down): -6.25 / -7.96 eV



This record from OMol25 describes a structure of composition C3H3CuO2 in a non-equilibrium geometry. The level of theory is ωB97M-V with the def2-TZVPD basis set.

XYZ file:
```
9
Properties=species:S:1:pos:R:3:forces:R:3:lowdin_charge:R:1
H 1.2937 -1.0329 0.9455 -0.18 0.02 -0.25 0.15
O -0.5674 -0.9323 -0.0793 0.62 -0.20 -0.46 -0.01
O -0.4472 1.1998 -0.1612 -0.45 0.45 -0.57 0.01
Cu -3.8104 0.0333 0.2690 1.57 0.14 -0.47 0.76
C 0.8852 0.8236 -0.1156 0.15 0.14 0.29 0.00
C -1.2424 0.1558 -0.2491 -0.90 -0.11 1.39 -0.15
H 1.5902 1.5645 0.2472 -0.26 -0.20 -0.17 0.14
H 1.3880 -1.1695 -0.8473 -0.17 0.08 0.22 0.15
C 0.9103 -0.6423 -0.0093 -0.38 -0.33 0.03 -0.05
```
Forces are in eV/Å.

Calculated values
- Total energy: -51882.726 eV
- Frontier orbital gap (spin up / spin down): 6.5 / 9.2 eV
- Charge: +1
- Multiplicity: 2
- E_LUMO (spin up / spin down): -5.95 / -5.94 eV



This record from OMol25 describes a structure of composition C3H3F2N in a non-equilibrium geometry. The level of theory is ωB97M-V with the def2-TZVPD basis set.

XYZ file:
```
9
Properties=species:S:1:pos:R:3:forces:R:3:lowdin_charge:R:1
F 2.8905 1.0950 0.0037 -1.62 -1.30 -0.16 -0.45
C 0.3509 -0.0828 -1.3081 -0.57 0.25 -0.37 -0.03
N -0.6747 0.3628 -0.6422 0.33 -0.03 -0.82 0.16
H 0.5428 -0.0615 -2.3637 0.03 0.00 -0.22 0.13
H -0.6809 -0.5831 1.3312 -0.05 -0.11 -0.08 0.12
F 1.6295 -1.7254 0.0654 -0.51 0.95 -0.30 0.19
C -0.0784 0.0429 0.6768 0.17 0.10 0.97 -0.08
C 0.9817 -0.6195 -0.1492 2.06 0.25 1.03 -0.16
H 0.2358 0.9485 1.1942 0.15 -0.12 -0.06 0.13
```
Forces are in eV/Å.

Calculated values
- Total energy: -10079.237 eV
- Frontier orbital gap (spin up / spin down): 6.7 / 9.0 eV
- Multiplicity: 1
- E_LUMO (spin up / spin down): -2.59 / -1.94 eV



This record from OMol25 describes a cluster of 2 separate species, C3H3F2N in total in a non-equilibrium geometry. The level of theory is ωB97M-V with the def2-TZVPD basis set.

XYZ file:
```
9
Properties=species:S:1:pos:R:3:forces:R:3:lowdin_charge:R:1
F -2.4268 -0.3541 -0.8046 -0.13 0.40 0.42 0.10
H 1.1574 2.5537 -1.8303 -0.03 0.34 -0.11 0.05
H -0.9774 -0.4645 1.3725 0.06 0.06 0.14 0.07
C -1.4572 -1.2095 -0.4969 -5.46 0.11 -9.35 -0.48
F -1.2969 -2.0663 -1.4939 0.37 -0.48 0.08 0.11
C 1.2315 1.5378 -1.5454 -0.03 0.48 -0.12 -0.06
H 0.0068 -1.9195 0.7875 0.15 0.00 0.05 0.07
C -0.7740 -1.2037 0.6229 5.07 -0.06 8.65 0.07
N 1.3152 0.4474 -1.2313 0.00 -0.85 0.24 0.08
```
Forces are in eV/Å.

Calculated values
- Total energy: -10078.097 eV
- Frontier orbital gap (spin up / spin down): 5.8 / 11.2 eV
- Multiplicity: 3
- E_LUMO (spin up / spin down): 0.93 / -1.85 eV



This record from OMol25 describes an isolated molecule of C3H3F2NO in a non-equilibrium geometry. The level of theory is ωB97M-V with the def2-TZVPD basis set.

XYZ file:
```
10
Properties=species:S:1:pos:R:3:forces:R:3:lowdin_charge:R:1
H 0.4905 -1.1466 0.2505 -0.05 -1.04 -0.60 0.10
C 1.9780 -0.1044 1.9964 2.36 0.38 -3.10 -0.42
H -0.8614 -0.0874 0.8355 -0.63 0.03 -1.22 0.12
F 2.5999 0.1453 3.1124 -0.98 -0.24 0.65 0.18
H -0.0942 1.0511 -1.2085 -1.40 0.33 -1.74 0.07
C 0.7292 0.9119 -0.5846 -1.27 -1.45 2.24 -0.25
C 0.1719 -0.1829 0.5465 1.24 1.89 0.60 -0.08
O 0.6989 0.0794 1.8335 0.39 -0.39 1.49 0.02
F 2.5400 -1.1962 1.3679 -0.89 0.57 0.99 0.08
N 1.7374 1.5758 -0.6550 1.22 -0.07 0.69 0.17
```
Forces are in eV/Å.

Calculated values
- Total energy: -12127.350 eV
- Frontier orbital gap (spin up / spin down): 10.1 / 7.2 eV
- Multiplicity: 1
- E_LUMO (spin up / spin down): 0.58 / -0.72 eV



This record from OMol25 describes a cluster of 2 separate species, C3H3F2O3 in total in a non-equilibrium geometry. The level of theory is ωB97M-V with the def2-TZVPD basis set.

XYZ file:
```
11
Properties=species:S:1:pos:R:3:forces:R:3:lowdin_charge:R:1
O -0.2833 -0.6484 0.0766 -0.11 -1.00 0.12 0.00
O 1.2971 0.9711 0.1304 0.43 -0.27 0.43 0.03
F 2.3613 -1.5028 -3.1289 0.05 -0.05 0.78 -0.20
C -1.4568 1.1150 1.3692 -0.12 -2.64 -0.76 -0.12
H -2.1990 -0.4326 0.4643 -2.62 -2.10 -0.43 0.08
H 2.1932 -1.3761 -2.1599 -0.13 0.18 -0.88 0.02
O 1.7050 -1.0777 -0.7665 0.53 -0.41 0.48 0.00
F -2.6739 1.3785 1.9324 -0.24 0.11 -0.20 -0.05
C 1.0929 -0.1987 -0.1612 -1.31 1.40 -0.66 -0.68
H -0.7416 1.8180 1.5319 1.79 1.94 0.72 0.06
C -1.2948 -0.0463 0.7117 1.72 2.84 0.38 -0.15
```
Forces are in eV/Å.

Calculated values
- Total energy: -14738.573 eV
- Frontier orbital gap: 9.0 eV
- Charge: -1
- Multiplicity: 1
- E_LUMO: 3.90 eV